No. 1
{
  "formula": "C27H27F6MnN6O2PS5Sb",
  "method": "the ωB97M-V functional and the def2-TZVPD basis",
  "symbols": ["H", "H", "H", "C", "N", "H", "F", "H", "C", "C", "C", "S", "H", "O", "F", "S", "H", "C", "H", "C", "C", "C", "H", "C", "H", "H", "C", "C", "C", "F", "F", "H", "N", "H", "P", "Mn", "H", "C", "C", "C", "C", "H", "H", "N", "H", "C", "C", "N", "N", "H", "F", "H", "H", "C", "H", "C", "C", "O", "H", "H", "H", "C", "S", "S", "C", "H", "H", "C", "F", "C", "H", "C", "S", "Sb", "C", "N"],
  "positions_angstrom": [[-2.61, -4.55, -5.01], [1.95, 1.06, -3.76], [-3.85, -3.40, 2.72], [-3.83, -2.48, 2.15], [-2.81, 1.29, -1.44], [-4.49, 0.13, -1.93], [4.05, 0.69, 4.01], [4.49, 4.20, -2.61], [-1.87, 1.61, -2.38], [-0.67, 1.62, -1.74], [2.02, -0.52, -2.29], [4.52, -0.24, 0.93], [-2.14, 1.79, -3.40], [-2.04, -3.76, -3.23], [1.92, 2.03, 4.90], [1.64, -2.20, -2.28], [0.79, -3.07, -4.39], [5.93, -1.14, 0.56], [4.38, 1.58, -2.79], [-2.17, 1.11, -0.26], [-2.90, -4.65, -3.97], [-4.24, 1.16, -1.70], [1.00, -0.69, -5.47], [3.83, 3.58, -2.02], [-3.95, -4.37, -3.84], [-2.73, -5.66, -3.62], [-1.35, -2.89, 2.18], [4.71, -1.28, -1.39], [2.99, 4.09, -1.08], [2.36, -0.50, 5.85], [2.41, -1.29, 3.23], [0.80, -2.41, 1.92], [-2.43, -2.07, 2.00], [-4.49, 1.80, -2.55], [-2.97, 0.62, 1.30], [0.52, 0.81, 1.11], [4.50, -1.56, -2.41], [-2.00, 1.76, 2.35], [-3.90, 2.69, 3.70], [1.76, 0.02, -3.52], [-1.97, -0.87, 1.61], [-3.96, 3.43, 4.49], [-4.38, -1.72, 2.69], [-0.65, -0.89, 1.53], [0.68, 3.24, 3.28], [-1.46, 3.32, 3.79], [3.86, -0.53, -0.62], [-0.69, 1.94, 2.25], [-0.87, 1.32, -0.42], [-4.52, 3.01, 2.86], [0.37, 0.07, 4.07], [-4.25, 1.74, 4.08], [-4.27, -2.64, 1.17], [-0.34, 2.92, 3.14], [6.70, -1.26, 1.31], [1.25, -0.93, -4.45], [2.86, 1.61, -1.27], [1.58, -0.05, -0.02], [-4.81, 1.50, -0.83], [6.69, -2.23, -1.13], [-1.61, 4.05, 4.57], [-2.50, -3.10, -2.21], [-1.47, -2.09, -1.34], [-4.04, -3.11, -1.58], [-0.24, -2.14, 1.89], [-1.45, -3.91, 2.49], [0.30, 1.84, -2.14], [1.13, -2.17, -3.91], [2.01, 1.23, 2.37], [5.90, -1.63, -0.70], [2.84, 5.11, -0.78], [3.77, 2.17, -2.12], [2.12, 2.83, -0.32], [2.24, 0.32, 4.19], [2.57, 0.13, -1.04], [-2.50, 2.59, 3.28]],
  "mulliken_spin": [0.00, 0.00, 0.00, -0.01, 0.01, 0.00, 0.00, 0.00, 0.00, 0.02, 0.00, 0.00, 0.00, -0.02, 0.00, 0.02, 0.00, 0.00, 0.00, 0.00, 0.01, -0.01, 0.00, 0.00, -0.01, 0.00, -0.01, 0.00, 0.01, 0.00, 0.00, 0.01, 0.02, 0.00, 0.00, 3.89, 0.00, 0.00, 0.00, 0.03, 0.02, 0.00, 0.00, 0.00, 0.00, -0.01, 0.01, -0.06, 0.00, 0.00, 0.01, 0.00, 0.00, 0.02, 0.00, -0.01, 0.01, 0.03, 0.00, 0.00, 0.00, -0.02, 0.63, 0.35, 0.03, 0.00, -0.01, 0.01, 0.02, 0.00, 0.00, 0.00, 0.01, 0.00, -0.03, 0.01],
  "spin_multiplicity": 6,
  "total_charge": 1,
  "s_squared": 8.793,
  "gap_ha": [0.237, 0.210]
}

No. 2
{
  "formula": "C27H27InN3O4P",
  "method": "the ωB97M-V functional and the def2-TZVPD basis",
  "symbols": ["H", "C", "C", "O", "H", "O", "H", "C", "C", "C", "C", "H", "H", "H", "C", "C", "H", "C", "C", "H", "H", "O", "H", "H", "C", "H", "N", "N", "C", "N", "H", "H", "C", "C", "H", "H", "C", "H", "H", "C", "C", "H", "C", "C", "H", "C", "P", "H", "H", "C", "In", "C", "C", "O", "C", "H", "H", "C", "C", "H", "H", "H", "C"],
  "positions_angstrom": [[-2.54, -0.03, 1.17], [3.20, -3.73, 2.59], [-0.76, 4.96, -1.12], [1.76, 1.05, 3.21], [-0.94, -4.67, -0.28], [2.42, 1.25, -2.72], [-3.65, -4.31, 3.38], [-3.41, -3.38, 2.89], [-0.63, -1.97, -2.30], [0.95, -2.73, 1.33], [1.40, 0.72, 2.21], [-4.60, -0.23, 2.47], [-5.16, -2.37, 3.58], [0.28, -2.16, 3.30], [-0.81, -2.60, -3.52], [-2.24, -3.28, 2.16], [0.21, 4.80, 1.43], [-1.04, -3.97, -3.57], [1.64, 4.59, -1.69], [2.59, 4.90, 2.17], [-1.18, -4.45, -4.53], [-0.55, 2.37, 0.32], [1.86, -3.42, -0.51], [0.47, -0.30, -2.80], [-1.09, -4.71, -2.40], [-0.59, 4.49, -3.24], [2.26, 3.50, -2.31], [1.10, 1.94, -1.03], [-1.29, 4.37, -2.41], [-0.39, -0.52, -2.29], [-1.52, 3.30, -2.31], [-2.22, 4.86, -2.71], [1.99, 2.18, -2.08], [-2.77, -0.98, 1.64], [2.29, -3.06, 4.41], [3.86, -4.31, 0.63], [-0.68, -2.71, -1.12], [-0.56, 6.02, -1.24], [2.32, 3.35, 1.39], [0.35, 2.86, -0.43], [3.08, -3.83, 1.21], [1.08, 6.03, 0.52], [1.96, -3.33, 0.57], [-4.25, -2.29, 3.00], [3.16, 4.64, 0.52], [1.07, -2.62, 2.71], [-0.46, -1.98, 0.51], [-1.49, 4.86, -0.31], [-1.57, -4.14, 2.09], [-0.91, -4.09, -1.19], [0.02, 0.33, -0.19], [-3.94, -1.09, 2.38], [2.20, -3.13, 3.34], [1.96, 5.71, -1.97], [-1.92, -2.08, 1.53], [-1.14, -0.06, -2.80], [-0.77, -2.02, -4.44], [0.56, 4.32, -0.64], [2.34, 4.43, 1.22], [-1.28, -5.78, -2.44], [4.07, -4.13, 3.08], [2.92, 3.72, -3.05], [1.01, 4.96, 0.70]],
  "lowdin_charge": [0.08, -0.03, -0.15, 0.17, 0.12, 0.11, 0.12, -0.03, -0.27, -0.38, 0.04, 0.12, 0.13, 0.12, 0.00, -0.07, 0.13, -0.01, -0.39, 0.09, 0.13, -0.04, 0.11, 0.10, -0.03, 0.09, 0.24, 0.10, -0.05, 0.04, 0.07, 0.09, -0.50, -0.09, 0.12, 0.12, -0.30, 0.14, 0.06, -0.44, -0.04, 0.14, -0.07, -0.03, 0.09, -0.09, 1.03, 0.13, 0.12, -0.06, 0.96, -0.04, -0.04, 0.17, -0.37, 0.13, 0.13, -0.30, -0.05, 0.13, 0.12, 0.19, -0.14],
  "de_lowest_kcal_mol": 1.5,
  "total_charge": 2,
  "gap_ha": 0.319
}

No. 3
{
  "formula": "C27H27N3O4",
  "method": "the ωB97M-V functional and the def2-TZVPD basis",
  "symbols": ["C", "O", "H", "H", "C", "C", "C", "H", "C", "H", "O", "C", "H", "C", "O", "C", "H", "C", "C", "H", "C", "H", "H", "C", "H", "C", "H", "N", "C", "H", "H", "H", "C", "C", "C", "C", "C", "H", "C", "H", "H", "H", "H", "H", "C", "C", "C", "H", "H", "O", "N", "C", "N", "H", "H", "C", "C", "H", "C", "H", "H"],
  "positions_angstrom": [[-0.31, -1.90, 0.09], [-5.51, 1.56, -0.21], [0.42, 1.30, -1.76], [5.54, 4.47, 1.96], [-3.35, 1.34, 3.38], [-0.46, -4.03, -5.53], [-4.13, 2.50, 3.06], [-4.08, -0.42, 0.44], [3.59, 2.65, -0.60], [-0.38, -0.84, -5.08], [3.60, 2.15, -2.92], [-1.27, -1.86, -6.79], [0.09, -2.63, -1.88], [1.02, -3.70, 4.29], [5.76, 5.09, 1.36], [0.49, -2.66, 3.51], [-0.48, -2.81, 0.57], [4.06, 2.86, -1.90], [-3.32, 0.25, 2.57], [-5.66, 3.22, 1.68], [0.34, 0.42, -1.31], [6.58, 5.33, -1.56], [5.39, 4.12, -3.30], [-0.41, -1.71, -5.47], [0.89, -2.40, 2.45], [0.17, -1.89, -1.30], [-4.30, 3.27, 3.72], [-0.44, -1.79, 3.85], [-4.81, 2.56, 1.74], [-1.59, -1.19, 5.54], [0.90, -4.38, 6.38], [-1.01, -0.38, 1.73], [0.51, -3.86, 5.55], [-1.66, -3.15, -7.19], [4.88, 3.96, -2.24], [-4.71, 1.47, 0.94], [-0.54, -0.65, 0.70], [4.22, 2.14, -3.61], [5.19, 4.46, 0.13], [0.02, -4.99, -5.20], [-1.89, -0.99, -7.23], [-2.72, -0.55, 2.89], [-5.43, 0.87, -0.84], [2.99, 1.70, -0.51], [-0.18, 0.53, 0.00], [-4.05, 0.37, 1.19], [-0.84, -1.83, 5.18], [1.73, -4.43, 3.82], [-0.31, 1.24, 0.52], [-2.76, 1.39, 4.55], [-1.24, -4.19, -6.55], [5.63, 4.68, -1.13], [0.34, -0.79, -1.97], [-2.05, 2.21, 4.46], [4.02, 3.33, 1.47], [-0.46, -2.86, 6.06], [0.02, -2.91, -4.96], [-0.71, -3.08, 7.04], [4.20, 3.46, 0.45], [-2.20, -3.22, -8.10], [0.69, -2.79, -4.12]],
  "lowdin_charge": [-0.02, 0.02, 0.06, -0.01, -0.44, -0.21, 0.05, 0.11, 0.02, 0.02, 0.06, 0.00, 0.02, -0.08, 0.01, -0.18, 0.06, -0.40, 0.04, 0.12, -0.08, 0.16, 0.14, 0.02, 0.11, -0.13, 0.08, 0.06, 0.02, 0.08, 0.08, 0.10, -0.05, -0.21, 0.00, -0.39, -0.06, 0.08, -0.27, 0.12, 0.11, 0.06, 0.08, 0.12, -0.02, 0.03, -0.12, 0.12, -0.01, -0.01, 0.05, -0.02, 0.06, 0.22, 0.08, -0.03, -0.10, 0.07, 0.01, 0.09, 0.09],
  "de_lowest_kcal_mol": 279.9,
  "total_charge": 0,
  "smiles": "Oc1ccc(O)cc1.Oc1ccc(O)cc1.c1ccncc1.c1ccncc1.c1ccncc1",
  "gap_ha": 0.329
}

No. 4
{
  "formula": "C27H27N3O4PSbSe4Ti",
  "method": "the ωB97M-V functional and the def2-TZVPD basis",
  "symbols": ["P", "O", "C", "H", "C", "H", "H", "N", "H", "C", "H", "C", "C", "C", "C", "C", "C", "H", "O", "Sb", "C", "C", "H", "C", "N", "O", "Se", "C", "C", "C", "H", "C", "H", "N", "H", "H", "Se", "Ti", "H", "H", "C", "H", "H", "C", "H", "H", "H", "C", "C", "C", "H", "H", "H", "C", "Se", "H", "H", "Se", "H", "C", "O", "C", "C", "H", "C", "C", "H", "H"],
  "positions_angstrom": [[-0.44, 0.00, -2.60], [2.17, -1.13, -1.29], [5.87, -0.26, 2.02], [3.13, 0.92, 0.41], [1.21, -2.16, -3.21], [0.60, -2.17, -7.00], [-0.54, -0.51, -5.59], [-2.19, 1.60, -0.39], [2.09, 4.89, -4.01], [-4.82, -0.36, -3.94], [1.82, 1.45, 2.57], [0.77, -2.16, -5.93], [1.59, 3.97, -3.77], [-3.96, 0.48, -4.64], [-0.30, 1.99, 0.96], [0.34, -1.21, -3.76], [3.73, 0.29, 1.06], [-2.71, 0.81, 0.00], [0.06, 2.46, 2.11], [-2.24, -0.28, 3.57], [1.67, 1.59, -3.39], [0.22, 3.95, -3.53], [1.49, 2.95, 3.44], [-0.42, 2.76, -3.21], [-1.56, 2.26, 0.67], [0.56, -2.53, -0.93], [-3.25, -2.31, 4.22], [5.08, 0.55, 1.22], [-2.65, 0.63, -4.23], [-3.03, -0.91, -2.43], [-1.48, 2.77, -3.02], [1.38, -2.02, -1.74], [-2.67, -1.46, -1.56], [1.74, -1.06, 1.58], [2.52, -3.82, -3.54], [-5.01, -1.72, -2.28], [-1.40, -1.18, 0.92], [0.50, -0.61, -0.14], [5.53, 1.39, 0.70], [3.38, 2.79, -3.88], [2.31, 2.78, -3.69], [-4.32, 1.02, -5.51], [1.63, -2.08, 1.64], [5.29, -1.35, 2.68], [2.25, 0.67, -3.33], [2.13, -3.82, -5.99], [1.22, -0.72, 2.42], [1.46, 2.46, 2.47], [-2.17, -0.06, -3.12], [1.63, -3.09, -5.36], [6.92, -0.06, 2.14], [5.89, -1.99, 3.31], [-5.85, -0.47, -4.25], [3.16, -0.78, 1.72], [-3.65, 1.52, 2.81], [-1.99, 1.28, -4.80], [-0.35, 4.87, -3.58], [0.03, 0.16, 4.28], [-2.12, 2.47, 1.50], [1.85, -3.10, -3.99], [0.50, 1.32, 0.22], [0.30, 1.57, -3.15], [3.94, -1.60, 2.52], [2.02, 3.03, 1.73], [-4.35, -1.06, -2.84], [0.13, -1.22, -5.13], [3.48, -2.44, 3.04], [-2.86, 2.25, -0.79]],
  "lowdin_charge": [1.13, -0.05, -0.08, 0.10, -0.15, 0.11, 0.11, 0.04, 0.11, -0.07, 0.02, -0.06, -0.08, -0.07, -0.57, -0.26, -0.05, -0.01, -0.05, -0.15, -0.08, -0.07, 0.10, -0.10, -0.02, -0.09, -0.11, -0.07, -0.10, -0.10, 0.09, -0.62, 0.05, -0.02, 0.13, 0.11, 0.37, 0.60, 0.11, 0.11, -0.07, 0.11, 0.11, -0.07, 0.11, 0.11, -0.06, -0.06, -0.35, -0.06, 0.10, 0.11, 0.11, -0.28, 0.00, 0.10, 0.11, 0.06, -0.03, 0.00, -0.13, -0.34, -0.02, 0.11, -0.06, -0.05, 0.12, 0.10],
  "de_lowest_kcal_mol": 6.4,
  "total_charge": 0,
  "gap_ha": 0.217
}